ORCA calculation (the ωB97M-V functional and the def2-TZVPD basis) on the molecule C2H4O2.

```
8
Properties=species:S:1:pos:R:3:forces:R:3
O 0.6392 -0.8800 1.6380 -1.57 0.07 -1.81
H 0.8168 1.3714 0.1282 -0.18 -0.03 0.11
H -0.3367 -1.2008 -1.3017 0.27 0.22 0.86
C -0.0996 0.7949 -0.0119 -0.58 -0.20 1.05
H -0.9191 1.2426 0.5534 0.18 0.30 -0.05
H -0.3627 0.7962 -1.0717 0.04 -0.08 0.21
C 0.1434 -0.6166 0.5623 2.10 0.72 -1.38
O 0.1187 -1.5077 -0.4966 -0.26 -0.99 1.01
```
Positions in Å, forces in eV/Å.

Results
- SMILES: CC(=O)O
- Highest occupied orbital energy: -10.69 eV
- Total charge: 0

Mulliken atomic charge list, values in e, 4 entries: -0.5116, 0.2273, 0.3439, -0.8271



ORCA calculation (the ωB97M-V functional and the def2-TZVPD basis) on the molecule C3H5NO.

```
10
Properties=species:S:1:pos:R:3:forces:R:3
H 1.2670 -2.1142 0.2749 -0.44 2.28 -0.72
H -1.5450 0.7342 0.0753 -1.61 -0.41 0.08
H -0.1121 1.2545 0.8667 0.23 -0.33 -0.83
O 1.6309 -0.4033 -2.5717 -0.40 0.39 -0.03
C 1.2906 -0.9946 -0.0714 0.98 -0.45 1.11
C 1.1495 -0.5024 -1.4833 0.84 -0.51 0.83
C -0.5308 0.9112 -0.1081 0.96 -3.16 3.34
H -0.4029 1.5470 -0.8316 0.30 4.41 -3.59
H 1.8880 -0.2976 0.6241 -0.58 -1.28 -1.08
N 0.1290 -0.2653 -0.6593 -0.27 -0.93 0.89
```
Positions in Å, forces in eV/Å.

Results
- SMILES: CN1CC1=O
- Highest occupied orbital energy: -9.42 eV
- Total charge: 0

Mulliken atomic charge list, values in e, 4 entries: 0.2093, 0.2553, 0.2598, -0.5296



ORCA calculation (the ωB97M-V functional and the def2-TZVPD basis) on a structure of composition C14H20N2O3SZr.

```
41
Properties=species:S:1:pos:R:3:forces:R:3
H 1.8621 -4.7809 0.2610 0.02 0.14 -0.06
H 0.9076 -1.1804 4.6018 -0.59 -0.01 -0.22
H -5.4251 2.6648 0.2237 0.01 -0.13 -0.12
H 4.3757 2.2262 -3.5683 -0.09 -0.03 0.07
H 2.5721 3.7974 -2.7712 -0.02 -0.14 0.06
C 3.1316 -3.5500 -0.9926 -0.32 0.08 0.20
H 0.3094 -2.8724 0.7859 0.08 -0.19 -0.04
C 2.5148 0.1256 -1.6459 0.85 0.45 -0.72
H -0.2079 2.6660 0.6452 -0.27 0.25 0.02
C 3.5822 1.8831 -2.9121 -0.36 0.16 0.20
H -0.7947 -1.2045 5.2003 0.10 0.32 -0.87
H -1.2156 2.2394 -0.7952 -0.31 0.53 -0.03
H 3.8289 -4.3422 -1.2473 -0.10 0.09 0.04
C -0.9173 1.9443 0.2194 -0.72 1.66 -1.06
H -4.4810 0.3289 0.8665 -0.09 0.01 0.06
O -1.5846 0.8193 3.4202 4.41 -3.46 -0.24
C 3.5397 0.5601 -2.4914 -0.41 -0.44 0.42
N 1.5442 0.9884 -1.2220 1.71 0.31 -1.32
H 4.3021 -0.1374 -2.8182 -0.11 0.13 0.04
O -1.4974 -1.0229 1.9235 3.77 0.10 -0.14
Zr 0.1027 0.1886 0.0254 -3.24 -0.68 6.28
C -5.4443 1.7905 -0.4360 -0.07 -0.02 0.09
S -0.6309 -0.2934 2.9610 -6.31 5.46 -1.59
C -0.1446 -1.3917 4.3210 1.18 -0.36 0.12
N 1.3493 -1.5113 -0.3453 1.97 -1.91 -1.34
C 1.1771 -2.7509 0.1417 0.17 -0.41 0.03
H -6.2194 0.5003 1.1437 0.16 -0.03 -0.16
C 2.0434 -3.7963 -0.1569 -0.14 0.15 0.09
H -0.2368 -2.4510 4.0023 -0.03 0.80 -0.11
H -5.6325 -0.3773 -0.2754 0.02 0.11 0.10
C 3.3135 -2.2683 -1.4987 -0.27 0.60 0.05
C -5.4443 0.4878 0.3697 -0.05 0.04 -0.08
C 2.5861 2.7546 -2.4730 -0.11 -0.16 0.13
H 4.1536 -2.0566 -2.1502 -0.12 -0.08 0.11
H 0.7979 2.9086 -1.2675 0.19 0.04 -0.14
H -6.3381 1.8681 -1.0646 0.18 0.01 0.13
H -4.5697 1.8505 -1.0930 -0.10 0.01 -0.01
H -1.8004 1.8835 0.8550 -0.14 0.01 0.21
C 2.4059 -1.2590 -1.1605 0.61 -1.12 -0.12
C 1.5927 2.2696 -1.6347 0.20 0.75 -0.35
O 0.5935 0.5013 2.0544 -1.67 -3.04 0.27
```
Positions in Å, forces in eV/Å.

Results
- Highest occupied orbital energy: -15.66 eV
- Total charge: +2

Mulliken atomic charge list, values in e, 4 entries: 0.4303, 0.3738, 0.2736, 0.4835



ORCA calculation (the ωB97M-V functional and the def2-TZVPD basis) on a structure of composition AlH8O4.

```
13
Properties=species:S:1:pos:R:3:forces:R:3
H 2.1881 -1.5473 1.2100 1.26 -0.21 0.65
H -3.4063 -0.0729 -1.1045 -1.10 -2.57 -0.80
O 1.3159 -1.4100 0.8405 -0.65 1.60 -0.45
Al -0.4457 0.9383 0.5465 1.09 -0.30 0.14
H -3.8101 1.3721 -0.9029 -2.34 2.30 -0.19
O 2.0715 1.2509 2.0590 -1.50 -0.88 -0.89
H 2.1596 1.6825 2.9088 0.11 0.75 2.04
H 1.0435 -2.2770 0.5398 -0.49 -1.38 -0.03
H -0.9293 -0.4285 -2.6772 -0.62 0.55 -1.48
H 0.4019 -1.0501 -2.3118 1.71 -0.49 -0.68
H 2.8841 1.4598 1.5983 1.79 0.28 -0.86
O -3.0793 0.7663 -0.7804 1.61 0.32 0.55
O -0.3939 -0.6840 -1.9260 -0.88 0.04 2.00
```
Positions in Å, forces in eV/Å.

Results
- ⟨S²⟩: 1.76
- Highest occupied orbital energy (spin up / spin down): -29.05 / -27.75 eV
- Spin multiplicity: 2
- Total charge: +4

Mulliken atomic charge list, values in e, 4 entries: 0.3951, 0.4777, -0.3665, 1.4096



ORCA calculation (the ωB97M-V functional and the def2-TZVPD basis) on a cluster of 2 separate species, C9H14O in total.

```
24
Properties=species:S:1:pos:R:3:forces:R:3
H 2.0880 -2.8902 -3.3748 0.13 -0.09 0.00
H 1.3968 -2.7549 -1.7475 -0.07 -0.56 0.10
C -0.5120 0.2430 1.7399 0.04 0.18 -0.62
C -0.9020 1.4955 -0.2781 -1.48 1.39 0.07
C -2.5874 1.5525 1.4824 1.14 -0.89 -0.33
C -1.7767 0.6255 2.1622 0.42 0.48 1.12
H -3.8236 2.3499 -0.4988 -1.22 -0.21 0.27
C -0.1168 0.6504 0.4492 -0.28 -0.34 0.19
H 1.3728 -0.4937 -1.7534 -0.41 0.19 -0.49
H 0.7129 0.1813 -0.0512 0.55 0.21 0.32
H -0.7267 1.9037 -1.2676 0.50 -0.55 -0.10
H 1.4311 -0.5409 2.0118 -0.18 -0.02 0.06
H 3.1608 -2.6723 -1.9365 -0.08 -0.53 -0.14
O -2.9397 2.6321 -0.6399 1.33 0.86 -0.13
H 3.0560 -0.4386 -2.1272 0.25 0.19 -0.08
H 1.9765 -0.6123 -3.5049 -0.43 0.67 0.26
H -2.0403 0.2611 3.1526 -0.37 0.18 -0.09
C -2.1230 1.9757 0.2503 -0.09 -1.18 -0.48
H 0.7923 -0.0001 3.5011 -0.37 0.34 0.29
C 2.2025 -2.4394 -2.3951 -0.04 1.72 0.59
H -3.5429 1.8643 1.8555 -0.32 0.04 0.18
H 0.2942 -1.5386 2.8372 -0.51 0.03 -0.01
C 0.4949 -0.4967 2.5869 0.81 -0.48 -0.64
C 2.1125 -0.8571 -2.4538 0.69 -1.62 -0.35
```
Positions in Å, forces in eV/Å.

Results
- SMILES: Cc1ccc(O)cc1.CC
- Highest occupied orbital energy: -8.46 eV
- Total charge: 0

Mulliken atomic charge list, values in e, 4 entries: 0.2905, 0.3023, 0.3741, -0.5206



ORCA calculation (the ωB97M-V functional and the def2-TZVPD basis) on a structure of composition H24O12.

```
36
Properties=species:S:1:pos:R:3:forces:R:3
H -0.4050 -0.8359 -2.2533 3.12 -0.96 -0.65
H 0.7393 0.8411 -1.1384 1.21 1.77 -1.54
H -2.5809 -0.3206 0.0001 -0.44 -0.14 0.64
H -1.4004 0.7641 2.0625 -0.74 0.65 0.25
H 0.4242 -0.3293 1.9606 0.13 -0.44 1.33
H 1.7875 0.2588 -2.0627 -0.07 0.72 -0.20
H 2.7608 -2.4557 0.2852 0.39 -0.16 -0.21
O -0.6391 0.6929 1.4866 -6.95 -0.70 6.17
O -0.2444 2.5626 0.1441 12.06 5.46 1.39
O 0.4592 -1.1631 1.4918 0.60 1.46 15.91
H 2.2723 -1.0429 0.0459 0.54 0.29 -0.31
H -0.2301 1.8206 0.7486 0.54 0.65 -0.11
H -0.2889 -1.6580 1.8261 -0.58 0.09 1.46
H 0.3889 0.9695 2.0164 1.43 1.71 1.40
H -0.9390 0.1486 0.7586 -1.77 -0.99 1.39
O 1.2605 1.0441 -1.9152 3.25 3.37 -6.39
O 0.7765 -1.5975 -1.9832 4.51 0.10 -9.73
H 1.6741 -1.2754 -2.0659 0.07 -0.33 -1.11
H -1.4840 -0.2381 -1.0401 -0.12 -0.44 0.89
H 0.3157 -1.6675 0.6674 0.85 -2.47 -4.46
H 0.5048 2.4778 2.0761 0.27 0.25 0.51
H 0.6122 -1.6107 -1.0403 0.98 0.27 -1.08
H -1.1896 2.3563 -0.0785 -5.25 1.31 -2.81
H -1.9148 -0.9031 -2.1637 -0.48 -0.17 -1.28
O -1.7115 0.0483 -0.1555 -8.17 -11.38 9.12
H 0.6597 2.8766 0.1280 0.47 0.28 -0.64
O 2.2541 -1.7513 0.6894 3.50 -0.83 -0.45
O -1.1638 -0.3714 -1.9001 0.02 -1.85 -15.00
H -0.6184 -2.5785 -0.1003 -0.03 -0.62 -0.97
O 1.0126 1.6861 1.8986 7.16 3.05 2.96
O -2.0726 1.9876 -0.1006 -10.08 3.97 -0.36
H -1.9371 1.0400 -0.1023 -2.04 6.14 -0.20
H -0.4433 0.1615 -0.2919 2.75 -0.15 -1.27
O 0.5106 0.2282 -0.2489 0.50 -2.37 4.64
H 0.7445 -0.2022 0.5734 0.90 1.39 -1.83
O 0.1056 -1.9635 -0.2183 -8.51 -8.91 2.55
```
Positions in Å, forces in eV/Å.

Results
- Highest occupied orbital energy: -7.95 eV
- Total charge: 0

Mulliken atomic charge list, values in e, 4 entries: 0.5496, 0.8594, 0.4170, 0.1880



Energy relative to the best compared isomer or geometry (same formula, charge and spin) per entry: 13.7 57.3 77.7 12.4 20.2 760.0 kcal/mol